{
  "formula": "C31H19N11OV",
  "method": "ωB97M-V/def2-TZVPD",
  "elements": ["V", "C", "C", "N", "C", "C", "N", "C", "C", "C", "C", "C", "N", "C", "C", "N", "C", "C", "N", "C", "C", "C", "N", "C", "C", "H", "H", "H", "H", "H", "H", "H", "H", "H", "H", "H", "H", "O", "C", "C", "C", "C", "C", "C", "C", "N", "C", "C", "N", "H", "H", "H", "H", "H", "H", "H", "N", "C", "C", "C", "N", "C", "N"],
  "coordinates": [[0.38, -0.44, 0.71], [2.47, -4.08, -0.35], [2.18, -2.80, 0.12], [0.93, -2.34, 0.09], [-0.04, -3.15, -0.39], [0.29, -4.40, -0.87], [1.53, -4.86, -0.85], [-1.38, -2.57, -0.32], [-2.55, -3.18, -0.71], [-3.77, -2.50, -0.59], [-3.74, -1.20, -0.07], [-2.54, -0.64, 0.31], [-1.37, -1.32, 0.20], [-2.37, 0.70, 0.89], [-3.36, 1.63, 1.14], [-3.08, 2.83, 1.65], [-1.82, 3.11, 1.91], [-0.80, 2.19, 1.68], [-1.09, 1.00, 1.17], [-5.03, -3.13, -0.99], [-6.05, -2.37, -1.57], [-7.22, -3.01, -1.94], [-7.43, -4.31, -1.75], [-6.46, -5.03, -1.19], [-5.24, -4.50, -0.81], [3.48, -4.46, -0.31], [2.95, -2.15, 0.52], [-0.47, -5.06, -1.28], [-2.53, -4.18, -1.13], [-4.66, -0.65, 0.05], [-4.40, 1.41, 0.94], [-1.59, 4.09, 2.32], [0.24, 2.41, 1.91], [-5.93, -1.31, -1.77], [-8.02, -2.46, -2.41], [-6.67, -6.08, -1.04], [-4.50, -5.13, -0.34], [0.73, -0.53, 2.34], [1.39, 0.02, 3.40], [0.99, -0.27, 4.70], [1.69, 0.33, 5.73], [2.77, 1.18, 5.45], [3.17, 1.43, 4.15], [2.48, 0.83, 3.09], [2.91, 0.92, 1.71], [2.27, 0.38, 0.64], [3.10, 0.59, -0.46], [4.20, 1.26, -0.06], [4.06, 1.46, 1.29], [0.15, -0.93, 4.88], [1.40, 0.14, 6.75], [3.30, 1.65, 6.27], [4.01, 2.08, 3.98], [2.85, 0.24, -1.45], [5.06, 1.61, -0.61], [4.74, 1.92, 1.88], [0.34, 0.40, -1.00], [0.32, 1.29, -1.78], [0.32, 2.32, -2.63], [-0.91, 2.70, -3.25], [-1.93, 3.01, -3.69], [1.56, 3.00, -2.82], [2.57, 3.54, -2.87]],
  "total_energy_ha": -2813.31313,
  "e_lumo_ev": [-12.292, -12.300],
  "largest_force_ha_per_bohr": 0.0300,
  "orbital_gap_ha": [0.1490, 0.1487],
  "homo_energy_ev": [-16.348, -16.348],
  "total_charge": 3,
  "relative_energy_ev": 0.041
}

---

{
  "formula": "C22H36CoN",
  "method": "ωB97M-V/def2-TZVPD",
  "elements": ["C", "H", "H", "H", "C", "H", "H", "C", "H", "H", "H", "C", "C", "C", "C", "C", "C", "C", "C", "C", "C", "Co", "H", "H", "H", "H", "H", "H", "H", "H", "H", "H", "H", "H", "H", "H", "H", "C", "N", "C", "C", "C", "C", "C", "C", "C", "C", "H", "H", "H", "H", "H", "H", "H", "H", "H", "H", "H", "H", "H"],
  "coordinates": [[-0.56, -0.26, -2.32], [-0.08, -1.24, -2.40], [-1.65, -0.41, -2.42], [0.17, 0.60, -1.32], [-0.11, 0.58, -3.53], [-0.39, 1.62, -3.36], [0.98, 0.54, -3.59], [-0.69, 0.12, -4.88], [-0.36, 0.78, -5.68], [-0.36, -0.89, -5.14], [-1.78, 0.12, -4.87], [-0.85, 1.22, 1.40], [-0.91, 2.01, 0.21], [-2.05, 1.56, -0.56], [-2.64, 0.45, 0.14], [-1.87, 0.22, 1.33], [-2.19, -0.75, 2.40], [-3.87, -0.27, -0.26], [-2.64, 2.25, -1.74], [-0.07, 3.21, -0.09], [-0.05, 1.52, 2.61], [-0.73, 0.10, -0.43], [-3.91, -1.26, 0.21], [-4.78, 0.28, 0.04], [-3.91, -0.41, -1.35], [-2.78, -1.59, 2.02], [-1.27, -1.17, 2.85], [-2.76, -0.29, 3.21], [0.81, 2.16, 2.38], [-0.65, 2.06, 3.36], [0.31, 0.60, 3.10], [-0.02, 3.39, -1.17], [-0.48, 4.11, 0.39], [0.95, 3.07, 0.29], [-2.88, 1.53, -2.53], [-3.57, 2.77, -1.47], [-1.95, 2.99, -2.15], [3.42, -1.02, 2.57], [2.77, 0.02, 1.72], [3.55, 1.29, 1.76], [2.51, -0.43, 0.28], [1.63, -1.64, 0.25], [2.22, -2.91, 0.39], [1.43, -4.05, 0.52], [0.04, -3.94, 0.44], [-0.55, -2.68, 0.21], [0.25, -1.54, 0.08], [4.33, -1.37, 2.07], [2.73, -1.85, 2.73], [3.67, -0.56, 3.53], [1.83, 0.20, 2.11], [4.51, 1.12, 1.25], [2.98, 2.08, 1.25], [3.72, 1.56, 2.81], [2.06, 0.44, -0.22], [3.50, -0.60, -0.16], [3.31, -2.99, 0.43], [1.89, -5.03, 0.67], [-0.60, -4.81, 0.54], [-1.63, -2.60, 0.11]],
  "spin_multiplicity": 5,
  "total_energy_ha": -2296.62816,
  "e_lumo_ev": [-5.397, -8.514],
  "largest_force_ha_per_bohr": 0.0979,
  "orbital_gap_ha": [0.2852, 0.2417],
  "homo_energy_ev": [-13.159, -15.092],
  "total_charge": 2
}

---

{
  "formula": "C25H45AlBr2Cl2NO11",
  "method": "ωB97M-V/def2-TZVPD",
  "elements": ["O", "C", "O", "C", "C", "C", "O", "H", "H", "H", "H", "H", "O", "C", "O", "C", "C", "C", "H", "H", "H", "H", "H", "H", "H", "H", "O", "H", "H", "H", "Al", "C", "C", "C", "O", "C", "C", "C", "O", "H", "H", "H", "H", "O", "H", "C", "C", "C", "O", "H", "H", "H", "H", "H", "H", "H", "Br", "C", "C", "Br", "H", "H", "H", "H", "C", "O", "H", "H", "H", "H", "C", "C", "C", "C", "N", "H", "H", "H", "H", "H", "H", "H", "C", "Cl", "Cl", "H", "H"],
  "coordinates": [[-1.05, 0.41, 4.45], [0.19, 0.10, 3.96], [0.38, -1.10, 3.13], [1.40, 1.12, 4.45], [1.46, 0.70, 6.19], [1.54, -1.01, 6.49], [2.79, 0.05, 6.68], [2.46, 0.84, 4.06], [1.12, 2.25, 4.40], [0.77, 1.40, 6.98], [1.80, -1.74, 5.62], [0.95, -1.23, 7.46], [5.47, -3.34, -0.07], [4.31, -3.01, -0.29], [3.65, -2.21, 0.57], [2.37, -1.61, 0.30], [1.24, -2.55, 0.66], [3.58, -3.56, -1.48], [2.31, -1.25, -0.73], [2.31, -0.72, 0.93], [1.27, -3.46, 0.05], [0.27, -2.06, 0.51], [1.32, -2.86, 1.70], [3.14, -4.53, -1.22], [4.30, -3.70, -2.30], [2.81, -2.90, -1.87], [-2.17, -1.64, 0.22], [-3.03, -2.13, 0.14], [-1.87, -1.58, 1.17], [-2.23, -0.74, -0.19], [-0.20, 2.46, 6.82], [-0.76, 3.09, -3.59], [-1.64, 2.35, -2.90], [-1.20, 1.44, -1.83], [-2.00, 0.77, -1.20], [0.25, 1.37, -1.54], [1.13, 2.11, -2.23], [0.69, 3.02, -3.31], [1.49, 3.69, -3.94], [-1.06, 3.76, -4.38], [-2.70, 2.39, -3.10], [0.56, 0.70, -0.75], [2.19, 2.07, -2.04], [6.29, -0.72, 1.45], [6.26, -1.66, 1.38], [-1.33, -7.20, 0.70], [-1.18, -5.87, -0.06], [-2.54, -5.16, -0.11], [-0.82, -6.15, -1.30], [-2.05, -7.88, 0.22], [-0.37, -7.73, 0.77], [-1.67, -7.02, 1.72], [-0.53, -5.24, 0.57], [-3.31, -5.76, -0.61], [-2.47, -4.20, -0.63], [-2.90, -4.96, 0.91], [-0.54, -9.47, -4.25], [-0.17, -7.56, -4.49], [-0.92, -7.01, -5.68], [-0.07, -7.52, -7.36], [0.91, -7.46, -4.57], [-0.51, -7.09, -3.56], [-0.90, -5.91, -5.67], [-1.96, -7.34, -5.73], [1.46, 6.96, -1.63], [2.04, 5.78, -1.11], [1.39, 7.70, -0.82], [2.10, 7.36, -2.42], [0.47, 6.74, -2.01], [2.10, 5.14, -1.84], [0.36, 7.13, 1.77], [-1.10, 7.52, 1.56], [-1.71, 8.21, 2.77], [-1.82, 7.32, 3.93], [-1.90, 6.61, 4.85], [0.46, 6.38, 2.57], [0.77, 6.69, 0.85], [0.97, 8.00, 2.03], [-1.68, 6.63, 1.29], [-1.15, 8.21, 0.70], [-2.72, 8.57, 2.51], [-1.13, 9.10, 3.04], [-5.70, 2.38, -3.95], [-4.49, 3.54, -3.38], [-4.94, 0.85, -4.43], [-6.41, 2.18, -3.14], [-6.22, 2.80, -4.81]],
  "total_energy_ha": -8171.81984,
  "e_lumo_ev": -8.177,
  "largest_force_ha_per_bohr": 0.1532,
  "orbital_gap_ha": 0.0569,
  "homo_energy_ev": -9.725,
  "total_charge": 1
}

---

{
  "formula": "C19H32F5NO11PS2",
  "method": "ωB97M-V/def2-TZVPD",
  "elements": ["C", "C", "C", "C", "C", "S", "P", "N", "S", "O", "O", "C", "F", "F", "C", "F", "F", "F", "H", "H", "H", "H", "H", "H", "H", "H", "H", "H", "H", "H", "H", "H", "C", "C", "C", "O", "C", "O", "O", "H", "H", "H", "H", "H", "H", "C", "C", "C", "O", "C", "O", "O", "H", "H", "H", "H", "H", "H", "C", "C", "C", "O", "C", "O", "O", "H", "H", "H", "H", "H", "H"],
  "coordinates": [[0.75, -5.33, -3.32], [1.09, -5.21, -1.75], [1.21, -3.66, -1.30], [2.55, -3.11, -1.94], [2.88, -1.58, -1.63], [2.71, -1.05, 0.13], [0.58, -0.93, 0.69], [0.37, 0.23, 1.77], [3.48, -2.50, 1.49], [2.49, -2.78, 2.58], [3.97, -3.75, 0.84], [4.95, -1.64, 2.32], [5.21, -2.15, 3.58], [4.61, -0.27, 2.51], [6.25, -1.61, 1.36], [7.26, -0.91, 2.02], [6.76, -2.87, 1.09], [5.93, -0.88, 0.19], [-0.17, -6.00, -3.45], [1.61, -5.83, -3.88], [0.61, -4.31, -3.80], [2.13, -5.69, -1.62], [0.37, -5.78, -1.08], [1.24, -3.64, -0.15], [0.26, -3.15, -1.64], [3.39, -3.84, -1.70], [2.42, -3.18, -3.08], [3.98, -1.41, -1.92], [2.29, -0.83, -2.27], [-0.21, -0.73, -0.50], [0.12, -2.17, 1.27], [-0.28, 0.94, 1.40], [2.98, 2.30, 5.25], [1.73, 2.00, 6.06], [0.79, 1.04, 5.40], [-0.46, 1.41, 5.97], [-0.37, 2.73, 6.29], [-1.29, 3.42, 6.62], [0.92, 3.17, 6.19], [3.65, 1.44, 5.23], [2.72, 2.56, 4.22], [3.51, 3.15, 5.66], [2.01, 1.67, 7.06], [1.02, 0.00, 5.62], [0.72, 1.17, 4.31], [-1.93, 2.31, -3.62], [-1.81, 0.90, -4.17], [-3.13, 0.21, -4.34], [-2.76, -1.17, -4.22], [-1.65, -1.21, -3.44], [-1.18, -2.21, -2.98], [-1.15, 0.04, -3.24], [-2.34, 2.99, -4.37], [-2.56, 2.34, -2.73], [-0.94, 2.68, -3.32], [-1.24, 0.91, -5.10], [-3.59, 0.40, -5.30], [-3.85, 0.43, -3.54], [-5.62, 2.97, 0.48], [-5.26, 4.11, -0.45], [-6.31, 4.41, -1.48], [-5.55, 4.98, -2.54], [-4.30, 4.46, -2.44], [-3.45, 4.57, -3.27], [-4.14, 3.78, -1.27], [-6.41, 3.26, 1.17], [-5.95, 2.09, -0.08], [-4.74, 2.66, 1.05], [-5.00, 5.00, 0.13], [-7.07, 5.11, -1.13], [-6.81, 3.51, -1.87]],
  "total_energy_ha": -3262.23843,
  "e_lumo_ev": -5.582,
  "largest_force_ha_per_bohr": 0.1440,
  "orbital_gap_ha": 0.2532,
  "homo_energy_ev": -12.471,
  "total_charge": 1
}

---

{
  "formula": "C6H15N2",
  "method": "ωB97M-V/def2-TZVPD",
  "elements": ["C", "C", "C", "C", "C", "N", "C", "N", "H", "H", "H", "H", "H", "H", "H", "H", "H", "H", "H", "H", "H", "H", "H"],
  "coordinates": [[-0.27, 2.15, -1.43], [-1.39, 1.55, -0.56], [-1.78, 0.10, -0.92], [-1.15, -0.98, -0.05], [0.35, -1.21, -0.09], [1.12, -0.05, 0.38], [2.39, -0.29, 0.69], [3.00, -1.39, 0.36], [-0.57, 2.10, -2.48], [0.58, 1.45, -1.43], [0.09, 3.06, -0.94], [-2.24, 2.22, -0.62], [-1.08, 1.61, 0.49], [-2.87, 0.03, -0.86], [-1.48, -0.05, -1.97], [-1.66, -1.95, -0.15], [-1.32, -0.71, 0.99], [0.66, -1.99, 0.62], [0.73, -1.58, -1.05], [0.14, -1.32, 3.87], [3.02, 0.53, 1.05], [-0.23, -1.86, 3.51], [3.98, -1.41, 0.61]],
  "spin_multiplicity": 2,
  "total_energy_ha": -346.99927,
  "e_lumo_ev": [1.099, -1.588],
  "largest_force_ha_per_bohr": 0.0385,
  "orbital_gap_ha": [0.4030, 0.3065],
  "homo_energy_ev": [-9.867, -9.929],
  "relative_energy_ev": 1.498
}

---

{
  "formula": "C4H10O2",
  "method": "ωB97M-V/def2-TZVPD",
  "elements": ["C", "C", "C", "O", "C", "O", "H", "H", "H", "H", "H", "H", "H", "H", "H", "H"],
  "coordinates": [[2.01, -0.94, 0.54], [0.64, -0.40, 0.78], [-0.04, 0.31, -0.32], [-0.36, -0.89, -1.28], [-1.34, 0.98, 0.02], [-1.96, 1.32, -1.20], [2.36, -1.64, 1.31], [2.05, -1.48, -0.40], [2.76, -0.15, 0.49], [-0.11, -1.30, 0.72], [0.52, 0.08, 1.75], [0.62, 0.96, -0.89], [-1.18, -0.64, -1.74], [-1.16, 1.86, 0.64], [-1.97, 0.28, 0.60], [-2.85, 1.66, -1.03]],
  "total_energy_ha": -308.84972,
  "e_lumo_ev": 0.749,
  "largest_force_ha_per_bohr": 0.0684,
  "orbital_gap_ha": 0.4023,
  "homo_energy_ev": -10.197,
  "relative_energy_ev": 1.318
}

---

{
  "formula": "C15H24N3O6",
  "method": "ωB97M-V/def2-TZVPD",
  "elements": ["C", "O", "C", "N", "N", "C", "C", "C", "C", "O", "N", "C", "C", "O", "H", "H", "H", "H", "H", "H", "H", "H", "H", "H", "H", "H", "H", "C", "C", "O", "C", "C", "C", "C", "C", "O", "O", "H", "H", "H", "H", "H", "H", "H", "H", "H", "H", "H"],
  "coordinates": [[-0.36, -5.32, 1.36], [-0.41, -4.08, 0.64], [-1.16, -3.10, 1.18], [-1.09, -1.84, 0.45], [-0.25, -1.92, -0.54], [0.68, -1.00, -0.64], [1.62, -1.41, -1.73], [0.67, 0.22, 0.12], [1.99, 0.77, 0.49], [2.92, 0.94, -0.33], [2.15, 1.23, 1.77], [3.21, 2.20, 1.92], [1.21, 1.04, 2.88], [-1.90, -3.18, 2.16], [0.38, -5.94, 0.85], [-0.06, -5.11, 2.40], [-1.34, -5.79, 1.37], [2.54, -0.82, -1.73], [1.86, -2.47, -1.58], [1.12, -1.32, -2.71], [-0.06, 0.26, 0.92], [4.11, 1.82, 1.44], [2.99, 3.16, 1.40], [3.35, 2.42, 2.98], [1.06, -0.02, 3.21], [1.61, 1.57, 3.75], [0.23, 1.48, 2.61], [-3.53, -1.37, -2.02], [-3.28, -0.46, -0.84], [-2.16, 0.36, -1.29], [-1.66, 1.15, -0.31], [-0.28, 1.70, -0.74], [0.08, 1.55, -2.19], [0.00, 2.99, -0.03], [0.75, 4.04, -0.84], [-0.30, 3.17, 1.15], [-2.22, 1.30, 0.76], [-4.54, -1.81, -1.96], [-3.42, -0.83, -2.98], [-2.80, -2.20, -2.01], [-4.14, 0.22, -0.61], [-2.95, -1.05, 0.06], [-0.42, 0.67, -2.63], [-0.22, 2.44, -2.77], [1.18, 1.39, -2.27], [0.35, 4.15, -1.88], [0.63, 5.00, -0.31], [1.85, 3.83, -0.89]],
  "total_energy_ha": -1201.64877,
  "e_lumo_ev": 3.033,
  "largest_force_ha_per_bohr": 0.0907,
  "orbital_gap_ha": 0.2350,
  "homo_energy_ev": -3.361,
  "total_charge": -1,
  "relative_energy_ev": 0.753
}